#P
This record from the OMol25 dataset describes one molecule with the formula C2HNO. The level of theory is ωB97M-V/def2-TZVPD.

- LUMO level: -0.75 eV
- SMILES: N#CC=O
- Orbital gap: 10.85 eV
- Total charge: 0

Geometry (Å):
C1 0.5492 0.1377 -0.0847
C2 -0.8024 -0.2407 -0.1717
H1 0.7208 1.1617 0.2056
N1 -1.9025 -0.4199 0.0479
O1 1.4350 -0.6389 0.0029

#Q
This record from the OMol25 dataset describes a 2-piece molecular cluster, C2HNO overall. The level of theory is ωB97M-V/def2-TZVPD.

- LUMO level: -1.50 eV
- Orbital gap: 8.79 eV
- Total charge: 0

Geometry (Å):
C1 0.1708 0.3731 -0.3094
C2 0.2952 -1.4414 0.6833
N1 0.5844 -2.5358 0.6097
O1 -0.5175 1.5260 -0.1101
H1 -0.5330 2.0780 -0.8735

Which structure is the least stable? The one labeled #Q.

#P
This record from the OMol25 dataset describes an isolated ion of composition C6H11N and charge -1. The level of theory is ωB97M-V/def2-TZVPD.

- LUMO level (alpha / beta): 4.13 / 3.88 eV
- ⟨S²⟩: 0.77
- 2S+1: 2
- Orbital gap (alpha / beta): 3.50 / 6.36 eV
- Total charge: -1

Geometry (Å):
C1 -1.8433 1.1092 -1.2938
C2 -1.1935 1.2524 0.1629
C3 0.0674 0.5511 0.3422
C4 0.5089 -0.5410 1.0862
C5 1.8239 -1.1193 1.0224
C6 2.0520 -2.3452 1.5717
N1 -0.8149 0.8029 -2.2932
H1 -2.3583 2.0419 -1.4987
H2 -2.6378 0.3275 -1.2470
H3 -1.9710 0.8113 0.8156
H4 -1.2326 2.3256 0.4317
H5 0.9010 1.0796 -0.1561
H6 -0.2925 -1.0113 1.6488
H7 2.6928 -0.4914 0.7605
H8 1.2327 -3.0582 1.4974
H9 3.0981 -2.6175 1.7336
H10 -0.9911 -0.0607 -2.7825
H11 -0.7588 1.5487 -2.9802

#Q
This record from the OMol25 dataset describes an isolated ion of composition C6H11N and charge -1. The level of theory is ωB97M-V/def2-TZVPD.

- LUMO level (alpha / beta): 4.25 / 4.03 eV
- ⟨S²⟩: 0.77
- 2S+1: 2
- Orbital gap (alpha / beta): 3.38 / 6.03 eV
- Total charge: -1

Geometry (Å):
C1 1.7332 2.1581 -0.3561
N1 1.4554 0.7805 -0.5362
C2 0.4780 0.1020 0.0356
C3 -0.2107 -1.0551 -0.4267
C4 -1.5142 -1.4915 -0.0507
C5 -2.2916 -2.4531 -0.7550
C6 0.1076 0.5481 1.4539
H1 0.7998 2.7326 -0.1223
H2 2.0106 2.7300 -1.2231
H3 2.5701 2.3113 0.3839
H4 1.9536 0.4581 -1.3732
H5 0.1726 -1.5205 -1.3421
H6 -2.0676 -1.0771 0.8389
H7 -3.1982 -2.9823 -0.3455
H8 -2.0259 -2.8468 -1.7576
H9 0.8489 0.0388 2.0772
H10 0.0322 1.5103 1.9251
H11 -0.8539 0.0564 1.5739

Which structure is the least stable? The one labeled #Q.

#P
This record from the OMol25 dataset describes one molecule with the formula C3H4FNS. The level of theory is ωB97M-V/def2-TZVPD.

- LUMO level: 0.20 eV
- SMILES: F/C=C\NC=S
- Orbital gap: 8.83 eV
- Total charge: 0

Geometry (Å):
C1 1.2030 -0.5407 1.2853
C2 0.1648 0.1132 0.7445
C3 -1.0981 0.5387 -1.2728
H1 1.8259 -0.2612 2.1326
H2 -0.2355 1.0236 1.1395
H3 -0.2426 -1.2346 -0.8026
H4 -1.4249 0.0499 -2.1854
N1 -0.4280 -0.2606 -0.4324
F1 1.6749 -1.6136 0.5722
S1 -1.4394 2.1854 -1.1809

#Q
This record from the OMol25 dataset describes C3H4FNS as an isolated structure. The level of theory is ωB97M-V/def2-TZVPD.

- LUMO level: 0.38 eV
- Orbital gap: 8.70 eV
- Total charge: 0

Geometry (Å):
C1 0.4060 0.8686 0.7589
C2 -0.6794 0.1811 1.1204
C3 -0.0551 -0.8052 -1.2123
N1 1.1111 0.5371 -0.3665
F1 1.2920 1.6336 -1.2314
S1 -1.3785 -0.9159 -0.0535
H1 0.7777 1.6944 1.3494
H2 -1.1909 0.2567 2.0583
H3 -0.3221 -0.4566 -2.2010
H4 0.6577 -1.6115 -1.1693

Which structure is the least stable? The one labeled #Q.

#P
This record from the OMol25 dataset describes a 2-piece molecular cluster, C4H12O3 overall. The level of theory is ωB97M-V/def2-TZVPD.

- LUMO level: 0.49 eV
- SMILES: OCCCCO.O
- Orbital gap: 9.99 eV
- Total charge: 0

Geometry (Å):
C1 1.2683 -1.4416 -0.1080
C2 0.5564 -0.3680 -0.9516
C3 0.9209 1.0959 -0.3269
O1 -0.0193 1.9972 -0.9719
C4 0.3486 -2.1791 0.8879
O2 -0.3035 -1.2238 1.7187
H1 2.0961 -1.0262 0.4595
H2 1.6195 -2.2332 -0.7805
H3 -0.5333 -0.4264 -0.9259
H4 0.9183 -0.3813 -1.9760
H5 1.8931 1.3174 -0.7344
H6 0.7258 0.8458 0.7053
H7 -0.7851 1.8503 -0.4163
H8 0.9766 -2.8151 1.4991
H9 -0.4098 -2.7850 0.3826
H10 -0.8732 -0.5695 1.3426
H11 -2.2328 3.3002 0.0714
H12 -3.5504 2.6204 0.1363
O3 -2.6163 2.4218 -0.0120

#Q
This record from the OMol25 dataset describes a 3-piece molecular cluster, C4H12O3 overall. The level of theory is ωB97M-V/def2-TZVPD.

- LUMO level: 0.38 eV
- SMILES: CCCC=O.O.O
- Orbital gap: 10.15 eV
- Total charge: 0

Geometry (Å):
O1 0.2660 2.8113 0.4409
C1 -0.3675 1.9144 0.8936
C2 -1.2892 1.2046 -0.0956
C3 -1.9787 -0.0773 0.5177
C4 -1.2475 -1.3726 0.1873
H1 -0.6682 1.9016 1.9986
H2 -1.8807 1.9218 -0.6602
H3 -0.5886 0.7801 -0.9016
H4 -1.9133 -0.1222 1.6289
H5 -3.1314 -0.1839 0.2973
H6 -1.7399 -2.0695 0.9520
H7 -0.2002 -1.4944 0.1876
H8 -1.5436 -2.0722 -0.7130
H9 1.6106 0.9631 -2.8516
H10 2.3384 0.1326 -1.8296
O2 2.3891 0.9836 -2.2870
H11 3.4166 -1.0255 1.0075
H12 3.2838 -2.2771 0.2100
O3 3.2444 -1.9185 1.0171

Which structure is the least stable? The one labeled #Q.

#P
This record from the OMol25 dataset describes a 3-piece molecular cluster, C4H12O3 overall. The level of theory is ωB97M-V/def2-TZVPD.

- LUMO level: 0.49 eV
- SMILES: CCCC=O.O.O
- Orbital gap: 10.41 eV
- Total charge: 0

Geometry (Å):
O1 -2.4872 -1.6258 1.4643
C1 -1.5044 -0.9311 1.4604
C2 -1.0366 -0.1010 0.3095
C3 0.4876 -0.0358 0.1584
C4 0.9447 0.9997 -0.8567
H1 -0.8215 -0.9387 2.3376
H2 -1.4902 -0.5230 -0.5961
H3 -1.3628 0.9402 0.3158
H4 0.9522 0.1585 1.1304
H5 0.8565 -1.0356 -0.0606
H6 2.0048 1.1711 -0.7100
H7 0.4092 1.9188 -0.6615
H8 0.6240 0.7589 -1.8725
H9 0.8775 2.5028 2.2220
H10 1.2765 3.8988 1.7141
O2 0.9889 3.0241 1.4225
H11 -0.5402 -3.9990 -2.9750
H12 -0.2341 -2.9292 -1.9711
O3 0.0552 -3.2537 -2.8316

#Q
This record from the OMol25 dataset describes a 3-piece molecular cluster, C4H12O3 overall. The level of theory is ωB97M-V/def2-TZVPD.

- LUMO level: 0.60 eV
- SMILES: C/C=C(/C)O.O.O
- Orbital gap: 8.91 eV
- Total charge: 0

Geometry (Å):
C1 -1.6065 1.9640 -0.6356
C2 -0.5981 0.9533 -1.0700
C3 -0.4577 -0.3255 -0.6840
O1 -1.0990 -0.7077 0.4701
C4 0.0560 -1.3701 -1.6115
H1 -1.9192 2.7024 -1.3748
H2 -1.2544 2.5983 0.1860
H3 -2.5214 1.4761 -0.3009
H4 0.0438 1.1395 -1.9291
H5 -0.6451 -1.4720 0.8749
H6 -0.1402 -2.3455 -1.1492
H7 1.1198 -1.3192 -1.8457
H8 -0.4784 -1.4538 -2.5584
H9 1.4121 -1.4390 2.4023
H10 0.7021 -2.0690 3.5912
O2 0.8728 -1.2041 3.1644
H11 1.9662 0.9695 0.0662
H12 2.1818 1.2861 1.5207
O3 2.3654 0.6167 0.8835

Which structure is the least stable? The one labeled #Q.

#P
This record from the OMol25 dataset describes an isolated ion of composition C3H2NO2S and charge -1. The level of theory is ωB97M-V/def2-TZVPD.

- LUMO level: 3.66 eV
- Orbital gap: 6.62 eV
- Total charge: -1

Geometry (Å):
C1 0.8356 -1.6896 0.4278
C2 -1.1952 -0.0852 0.5224
C3 0.7111 0.3597 -0.8269
N1 -0.4811 0.7877 -0.1717
O1 1.2810 1.1302 -1.5838
O2 1.2171 -0.7526 -0.5120
S1 -2.6059 0.1559 1.2439
H1 1.1796 -1.5063 1.3919
H2 -0.9423 1.6003 -0.4915

#Q
This record from the OMol25 dataset describes a 2-piece molecular cluster, C3H2NO2S overall. The level of theory is ωB97M-V/def2-TZVPD.

- LUMO level (alpha / beta): 3.00 / 2.46 eV
- Orbital gap (alpha / beta): 7.17 / 6.57 eV
- Total charge: -1

Geometry (Å):
C1 -0.5767 -1.5098 -0.0946
C2 1.7972 -0.0333 0.3372
C3 -0.3551 -0.2754 0.3822
N1 -0.7297 -2.6645 -0.3560
O1 -0.6173 2.3688 0.1031
O2 -2.5385 0.7649 0.1234
S1 -1.1813 1.0922 -0.3697
H1 2.2278 1.0158 0.4573
H2 1.9735 -0.7588 -0.5830

Which structure is the least stable? The one labeled #Q.